No. 1
DFT (the ωB97M-V functional and the def2-TZVPD basis) results for a 13-piece molecular cluster, C32H63FN2O53S13 overall in a non-equilibrium geometry.

**Total energy**: -10630.3975 Ha
**2S+1**: 1
**Frontier orbital gap**: 9.6375 eV
**E_HOMO**: -9.56 eV
**LUMO energy**: 0.0028 Eh
**F_max**: 1.6 eV/A

XYZ file:
```
164
C32H63FN2O53S13 (the ωB97M-V functional and the def2-TZVPD basis)
C -1.71 -0.32 3.70
C -1.31 -0.24 2.23
C -0.55 1.04 1.93
C -0.59 1.48 0.47
N -0.26 0.45 -0.52
N 1.16 0.36 -0.74
C 1.37 0.56 -2.21
C 2.77 0.96 -2.59
O 3.49 0.29 -3.26
O 3.12 2.19 -2.13
C 4.44 2.28 -1.66
C 5.29 3.28 -2.36
O 4.78 1.62 -0.74
S 1.82 -1.05 -0.22
O 3.08 -1.26 -0.83
O 1.66 -1.15 1.19
F 0.85 -2.12 -0.85
H -2.30 0.56 3.96
H -0.82 -0.35 4.32
H -2.34 -1.20 3.89
H -0.69 -1.12 2.00
H -2.20 -0.33 1.60
H 0.49 1.00 2.28
H -1.03 1.85 2.50
H 0.06 2.34 0.31
H -1.60 1.82 0.25
H -0.69 -0.44 -0.31
H 0.70 1.39 -2.44
H 1.04 -0.31 -2.77
H 6.28 2.86 -2.52
H 4.90 3.61 -3.31
H 5.43 4.15 -1.72
C 9.91 2.73 -0.18
C 10.53 2.35 -1.51
O 9.78 3.13 -2.47
S 9.35 4.52 -1.82
O 10.27 5.53 -2.22
O 7.96 4.68 -2.01
O 9.64 4.14 -0.30
H 8.97 2.21 -0.02
H 10.58 2.55 0.66
H 10.44 1.30 -1.74
H 11.58 2.65 -1.57
C -6.66 1.75 2.00
C -5.65 1.75 3.13
O -4.42 1.33 2.49
S -4.39 1.85 0.99
O -3.61 3.04 0.91
O -4.09 0.74 0.14
O -5.92 2.24 0.86
H -7.01 0.74 1.76
H -7.51 2.39 2.22
H -5.90 1.06 3.92
H -5.50 2.75 3.54
C -1.49 -4.45 -1.18
C -0.48 -5.55 -1.39
O -0.68 -6.43 -0.28
S -2.22 -6.45 0.13
O -2.85 -7.57 -0.46
O -2.33 -6.20 1.52
O -2.66 -5.14 -0.68
H -1.15 -3.74 -0.42
H -1.74 -3.92 -2.09
H 0.55 -5.19 -1.39
H -0.67 -6.11 -2.31
C -8.84 4.82 6.40
C -7.74 5.46 5.58
O -7.54 4.55 4.49
S -8.93 3.87 4.10
O -9.51 4.56 3.00
O -8.75 2.47 4.08
O -9.73 4.27 5.42
H -8.46 4.00 7.02
H -9.37 5.52 7.02
H -6.81 5.57 6.14
H -8.05 6.43 5.18
C 0.20 0.78 8.86
C 0.74 0.62 7.45
O -0.35 0.06 6.72
S -1.73 0.61 7.29
O -2.18 1.70 6.50
O -2.57 -0.50 7.57
O -1.16 1.19 8.66
H 0.20 -0.18 9.39
H 0.73 1.52 9.44
H 1.60 -0.04 7.40
H 1.00 1.59 7.01
C 1.64 -2.25 -6.31
C 0.35 -2.17 -7.11
O -0.67 -2.50 -6.15
S -0.25 -1.97 -4.71
O -0.86 -0.71 -4.47
O -0.38 -3.02 -3.78
O 1.28 -1.71 -5.03
H 1.96 -3.29 -6.17
H 2.45 -1.67 -6.74
H 0.32 -2.87 -7.94
H 0.17 -1.15 -7.48
C -6.52 -8.76 0.82
C -5.87 -7.41 0.66
O -6.89 -6.49 1.11
S -7.75 -7.15 2.28
O -7.26 -6.72 3.54
O -9.12 -7.03 1.94
O -7.27 -8.66 2.04
H -7.22 -8.98 0.01
H -5.79 -9.57 0.90
H -5.60 -7.18 -0.36
H -5.00 -7.30 1.30
C 10.56 0.43 -5.36
C 11.99 -0.03 -5.49
O 12.28 -0.60 -4.19
S 10.96 -1.28 -3.60
O 10.98 -2.67 -3.84
O 10.77 -0.77 -2.28
O 9.92 -0.60 -4.59
H 10.48 1.37 -4.82
H 10.07 0.53 -6.33
H 12.68 0.78 -5.69
H 12.11 -0.81 -6.24
C -0.39 1.97 -6.01
C -1.41 2.73 -6.83
O -0.64 3.34 -7.88
S 0.58 2.39 -8.28
O 0.23 1.61 -9.41
O 1.77 3.16 -8.25
O 0.52 1.44 -7.00
H 0.17 2.63 -5.35
H -0.81 1.15 -5.45
H -1.92 3.50 -6.26
H -2.14 2.06 -7.28
C -7.81 -3.81 -0.94
C -6.44 -3.21 -0.69
O -6.62 -1.82 -0.98
S -8.10 -1.37 -0.59
O -8.07 -0.76 0.70
O -8.67 -0.69 -1.69
O -8.73 -2.82 -0.45
H -7.99 -3.95 -2.01
H -7.95 -4.75 -0.42
H -5.67 -3.63 -1.33
H -6.14 -3.32 0.36
C 10.53 4.54 -5.78
C 11.02 5.63 -6.71
O 11.59 4.91 -7.82
S 10.76 3.56 -8.06
O 9.82 3.75 -9.10
O 11.68 2.48 -8.09
O 10.00 3.54 -6.66
H 11.35 4.10 -5.21
H 9.76 4.88 -5.10
H 11.78 6.26 -6.26
H 10.21 6.25 -7.08
C -5.12 -2.09 10.70
C -4.48 -0.75 10.37
O -5.49 0.21 10.73
S -6.33 -0.31 11.98
O -5.82 0.25 13.17
O -7.71 -0.22 11.65
O -5.86 -1.84 11.91
H -5.83 -2.39 9.92
H -4.40 -2.88 10.86
H -4.22 -0.66 9.33
H -3.60 -0.58 10.99
```

---

No. 2
DFT (the ωB97M-V functional and the def2-TZVPD basis) results for a 4-piece molecular cluster, C32H63NO3 overall in a non-equilibrium geometry.

**Total energy**: -1537.4963 Ha
**2S+1**: 1
**Frontier orbital gap**: 9.1462 eV
**E_HOMO**: -9.65 eV
**LUMO energy**: -0.0187 Eh
**SMILES string**: NCCCCC1=CC(=O)C=C(CCCCO)C1=O.CCCCCC.CCCCCC.CCCCCC
**ΔE to the lowest compared entry with this formula, charge and spin**: 0.000 eV
**F_max**: 2.4 eV/A

XYZ file:
```
99
C32H63NO3 (the ωB97M-V functional and the def2-TZVPD basis)
N -4.68 -1.25 3.40
C -3.61 -1.55 4.40
C -3.27 -0.32 5.25
C -2.58 0.75 4.36
C -1.29 1.37 4.95
C -0.01 0.53 4.82
C 1.15 1.12 4.89
C 2.40 0.28 4.71
O 3.39 0.44 5.34
C 2.25 -0.83 3.70
C 1.10 -1.44 3.61
C 0.82 -2.53 2.61
C 0.38 -1.90 1.25
C -1.00 -1.22 1.30
C -1.17 -0.12 0.20
O -2.44 -0.19 -0.40
C 0.04 -0.97 4.61
O -0.62 -1.77 5.18
H -4.21 -0.87 2.59
H -4.98 -2.17 3.07
H -2.72 -1.86 3.81
H -3.88 -2.40 5.03
H -4.18 0.12 5.68
H -2.58 -0.59 6.06
H -2.41 0.40 3.33
H -3.28 1.59 4.28
H -1.10 2.28 4.36
H -1.44 1.73 5.98
H 1.23 2.20 5.04
H 3.06 -1.13 3.02
H 0.05 -3.24 2.94
H 1.75 -3.06 2.41
H 1.11 -1.11 1.03
H 0.38 -2.64 0.44
H -1.85 -1.91 1.31
H -1.04 -0.68 2.26
H -0.36 -0.25 -0.52
H -1.04 0.87 0.67
H -3.15 -0.04 0.24
C -7.33 2.88 -1.95
C -7.20 3.25 -0.48
C -6.29 4.45 -0.24
C -4.83 4.26 -0.66
C -4.12 3.07 -0.01
C -4.01 3.19 1.50
H -6.37 2.58 -2.38
H -8.02 2.04 -2.07
H -7.72 3.71 -2.53
H -6.85 2.38 0.09
H -8.19 3.48 -0.09
H -6.32 4.71 0.83
H -6.69 5.31 -0.77
H -4.28 5.17 -0.43
H -4.78 4.14 -1.75
H -3.11 3.01 -0.43
H -4.62 2.14 -0.27
H -3.47 4.10 1.78
H -3.46 2.34 1.91
H -4.99 3.21 1.98
C 6.44 2.13 -1.84
C 5.84 0.75 -2.10
C 4.37 0.63 -1.71
C 4.08 0.84 -0.22
C 4.81 -0.11 0.72
C 4.45 -1.57 0.51
H 6.42 2.38 -0.78
H 7.48 2.16 -2.17
H 5.89 2.90 -2.38
H 6.44 -0.01 -1.59
H 5.93 0.53 -3.17
H 4.00 -0.35 -2.02
H 3.80 1.37 -2.28
H 3.00 0.73 -0.07
H 4.31 1.87 0.06
H 4.56 0.17 1.75
H 5.89 0.03 0.63
H 3.38 -1.73 0.64
H 4.98 -2.20 1.24
H 4.73 -1.92 -0.49
C 3.32 -4.34 -7.03
C 2.16 -3.41 -6.70
C 2.60 -2.03 -6.21
C 3.41 -2.04 -4.91
C 2.70 -2.68 -3.71
C 1.42 -1.97 -3.31
H 3.93 -4.55 -6.15
H 2.95 -5.29 -7.41
H 3.96 -3.90 -7.80
H 1.50 -3.89 -5.97
H 1.55 -3.27 -7.61
H 1.72 -1.40 -6.09
H 3.21 -1.56 -6.99
H 3.66 -1.01 -4.65
H 4.36 -2.55 -5.07
H 3.39 -2.67 -2.86
H 2.49 -3.74 -3.92
H 1.62 -0.92 -3.06
H 0.98 -2.44 -2.43
H 0.67 -1.99 -4.10
```

---

No. 3
DFT (the ωB97M-V functional and the def2-TZVPD basis) results for a 7-piece molecular cluster, C32H64FNO8 overall in a non-equilibrium geometry.

**Total energy**: -2014.0435 Ha
**2S+1**: 1
**Frontier orbital gap**: 8.8870 eV
**E_HOMO**: -9.52 eV
**LUMO energy**: -0.0234 Eh
**SMILES string**: O=C1NC(=O)c2cc(F)ccc21.CCOCC.CCOCC.CCOCC.CCOCC.CCOCC.CCOCC
**F_max**: 3.3 eV/A

XYZ file:
```
106
C32H64FNO8 (the ωB97M-V functional and the def2-TZVPD basis)
O -0.10 3.55 -1.06
C -0.79 2.76 -1.64
N -1.90 3.07 -2.56
C -2.91 2.02 -2.57
O -4.09 2.20 -2.72
C -2.04 0.71 -2.28
C -2.27 -0.74 -2.48
C -1.21 -1.64 -2.03
F -1.40 -2.99 -2.22
C 0.03 -1.16 -1.40
C 0.30 0.28 -1.22
C -0.75 1.20 -1.67
H -1.40 2.87 -3.45
H -3.22 -1.08 -2.95
H 0.80 -1.90 -1.07
H 1.23 0.66 -0.74
C -0.97 0.92 2.71
C -1.14 -0.58 2.55
O 0.09 -1.29 2.60
C 0.84 -1.17 3.80
C 0.09 -1.65 5.03
H -0.30 1.32 1.94
H -1.94 1.42 2.62
H -0.55 1.19 3.68
H -1.57 -0.78 1.56
H -1.84 -0.98 3.28
H 1.18 -0.14 3.93
H 1.73 -1.78 3.67
H -0.81 -1.07 5.22
H 0.73 -1.57 5.91
H -0.21 -2.70 4.91
C 5.54 -2.62 -1.99
C 4.21 -2.53 -1.28
O 3.14 -3.16 -1.97
C 3.29 -4.56 -2.21
C 3.43 -5.38 -0.94
H 5.47 -2.19 -2.99
H 6.31 -2.08 -1.43
H 5.87 -3.65 -2.11
H 3.93 -1.48 -1.18
H 4.28 -2.92 -0.26
H 4.13 -4.74 -2.89
H 2.39 -4.87 -2.74
H 4.32 -5.11 -0.37
H 3.50 -6.44 -1.18
H 2.56 -5.23 -0.29
C 1.42 6.04 6.83
C 1.32 4.54 6.61
O 0.11 4.13 5.99
C -0.15 4.66 4.70
C 0.92 4.31 3.68
H 0.58 6.39 7.44
H 2.35 6.29 7.34
H 1.40 6.59 5.89
H 1.35 4.04 7.58
H 2.18 4.16 6.05
H -0.29 5.75 4.77
H -1.10 4.24 4.38
H 1.89 4.71 3.95
H 0.65 4.72 2.70
H 1.02 3.23 3.59
C 5.52 7.88 3.93
C 5.43 6.37 3.71
O 4.22 5.97 3.09
C 3.96 6.50 1.80
C 5.02 6.15 0.77
H 4.68 8.23 4.54
H 6.45 8.13 4.44
H 5.50 8.43 2.99
H 5.46 5.87 4.68
H 6.29 6.01 3.14
H 3.81 7.59 1.86
H 3.01 6.08 1.48
H 6.00 6.56 1.04
H 4.75 6.56 -0.21
H 5.13 5.07 0.68
C -6.02 -1.54 -8.08
C -5.71 -2.29 -6.80
O -4.66 -1.72 -6.04
C -4.85 -0.39 -5.60
C -6.05 -0.22 -4.70
H -5.14 -1.48 -8.71
H -6.82 -2.04 -8.63
H -6.35 -0.52 -7.88
H -5.40 -3.31 -7.05
H -6.61 -2.39 -6.18
H -4.89 0.29 -6.46
H -3.95 -0.11 -5.03
H -6.98 -0.47 -5.20
H -6.11 0.82 -4.36
H -5.96 -0.87 -3.82
C -4.13 -7.53 -2.56
C -3.14 -8.11 -1.57
O -1.81 -7.65 -1.75
C -1.61 -6.24 -1.63
C -1.99 -5.69 -0.27
H -3.82 -7.75 -3.58
H -5.12 -7.95 -2.39
H -4.21 -6.44 -2.47
H -3.11 -9.19 -1.69
H -3.46 -7.93 -0.54
H -2.14 -5.72 -2.43
H -0.54 -6.07 -1.79
H -3.05 -5.84 -0.05
H -1.78 -4.62 -0.22
H -1.43 -6.20 0.52
```